a.
A cluster of 3 separate species, C4H16NO3 in total. Source: the Open Molecules 2025 dataset; level of theory: ωB97M-V with the def2-TZVPD basis set.

Summary:
M ... 126.18 g mol⁻¹
HOMO energy ... -13.59 eV

Structure (ORCA input):
```
! wB97M-V def2-TZVPD RIJCOSX def2/J DEFGRID3
* xyz 1 1
C 1.47 -0.68 0.92
C 0.85 0.59 0.29
C 0.18 0.35 -1.05
C -1.17 -0.47 -1.09
O -2.00 -0.02 -0.07
N 2.63 -1.02 -0.16
H 0.80 -1.59 0.94
H 1.99 -0.63 1.91
H 0.11 0.93 1.01
H 1.63 1.33 0.12
H 0.86 0.25 -1.91
H -0.27 1.36 -1.22
H -1.53 -0.45 -2.11
H -0.90 -1.46 -0.76
H -2.25 0.93 -0.09
H 3.46 -0.43 -0.19
H 2.19 -1.12 -1.06
H 2.93 -1.98 0.08
H -2.51 3.16 0.48
H -2.73 3.11 -1.02
O -2.32 2.62 -0.29
H -1.58 -1.03 1.35
H -0.94 -2.37 2.01
O -0.88 -1.41 1.89
*
```

Results of the natural (NBO) charge analysis, in e, for atoms 1 through 4: number 1, C, carries -0.191; number 2, C, carries -0.444; number 3, C, carries -0.476; number 4, C, carries -0.048

=====

b.
A cluster of 3 separate species, C4H16NO3 in total. Source: the Open Molecules 2025 dataset; level of theory: ωB97M-V with the def2-TZVPD basis set.

Summary:
M ... 126.18 g mol⁻¹
HOMO energy ... -14.69 eV

Structure (ORCA input):
```
! wB97M-V def2-TZVPD RIJCOSX def2/J DEFGRID3
* xyz 1 1
O 0.50 0.50 -2.64
C -0.34 -0.54 -2.07
C 0.26 -0.85 -0.80
N -0.48 -0.26 0.49
C -0.01 -0.85 1.82
C -0.61 -2.22 2.32
H 0.03 0.82 -3.47
H -1.33 -0.13 -2.05
H -0.15 -1.41 -2.76
H 0.49 -1.90 -0.56
H 1.26 -0.34 -0.95
H -1.51 -0.48 0.45
H -0.20 0.88 0.41
H 0.99 -1.03 1.63
H -0.26 -0.24 2.71
H -1.56 -2.05 2.90
H -0.70 -3.02 1.61
H 0.09 -2.43 3.11
H -0.51 2.00 -1.66
H -1.58 2.75 -0.78
O -0.85 2.19 -0.77
H 1.40 2.12 2.04
H 2.36 1.46 1.34
O 1.45 1.25 1.53
*
```

Results of the natural (NBO) charge analysis, in e, for atoms 1 through 4: number 1, O, carries -0.743; number 2, C, carries -0.129; number 3, C, carries -0.253; number 4, N, carries -0.600

=====

c.
A cluster of 4 separate species, C4H16NO3 in total. Source: the Open Molecules 2025 dataset; level of theory: ωB97M-V with the def2-TZVPD basis set.

Summary:
M ... 126.18 g mol⁻¹
HOMO energy ... -13.99 eV

Structure (ORCA input):
```
! wB97M-V def2-TZVPD RIJCOSX def2/J DEFGRID3
* xyz 1 1
C 0.88 2.31 -1.90
C 1.46 1.14 -1.14
C 0.19 0.83 -0.21
C -0.46 -0.92 1.42
N 0.34 -0.39 0.62
H 0.62 3.21 -1.33
H -0.09 1.91 -2.35
H 1.43 2.67 -2.75
H 2.37 1.29 -0.77
H 1.60 0.22 -1.86
H -0.70 0.89 -0.63
H 0.26 1.72 0.42
H -1.36 -0.42 1.83
H -0.05 -1.78 1.91
H 1.25 -0.89 0.41
H 1.87 0.96 2.53
H 2.81 0.09 3.35
O 2.04 0.08 2.79
H -5.91 -1.04 1.19
H -5.51 -0.12 2.35
O -5.13 -0.87 1.74
H 0.35 -3.35 -3.20
H 1.16 -4.15 -2.15
O 0.59 -3.40 -2.24
*
```

Results of the natural (NBO) charge analysis, in e, for atoms 1 through 4: number 1, C, carries -0.621; number 2, C, carries -0.394; number 3, C, carries -0.238; number 4, C, carries 0.138

=====

Ordering by calculated energy gives the sequence a, b, c, with the first entry being the most stable.

=====

a.
An isolated molecule of C2HN3O3. Source: the Open Molecules 2025 dataset; level of theory: ωB97M-V with the def2-TZVPD basis set.

Summary:
M ... 115.05 g mol⁻¹
HOMO energy ... -10.27 eV

Structure (ORCA input):
```
! wB97M-V def2-TZVPD RIJCOSX def2/J DEFGRID3
* xyz 0 1
C -0.65 -0.25 0.22
C 0.18 1.15 0.04
H -2.11 -1.47 0.13
N 0.04 -1.27 -0.17
N 2.06 0.07 0.00
N 1.53 1.11 0.32
O -2.00 -0.37 0.06
O 1.50 -1.08 -0.25
O -0.53 2.11 -0.35
*
```

Results of the natural (NBO) charge analysis, in e, for atoms 1 through 4: number 1, C, carries 0.407; number 2, C, carries 0.568; number 3, H, carries 0.506; number 4, N, carries -0.209

=====

b.
A cluster of 2 separate species, C2HN3O3 in total. Source: the Open Molecules 2025 dataset; level of theory: ωB97M-V with the def2-TZVPD basis set.

Summary:
M ... 115.05 g mol⁻¹
HOMO energy ... -11.18 eV

Structure (ORCA input):
```
! wB97M-V def2-TZVPD RIJCOSX def2/J DEFGRID3
* xyz 0 1
C 1.25 -0.33 0.18
C -0.10 1.56 -0.05
H 2.82 -0.19 -0.97
N 0.88 0.89 -0.25
N -2.04 -0.65 -0.36
N -2.59 -1.58 -0.17
O 2.41 -0.83 -0.42
O -1.00 2.22 0.23
O 0.65 -1.12 0.90
*
```

Results of the natural (NBO) charge analysis, in e, for atoms 1 through 4: number 1, C, carries 0.877; number 2, C, carries 0.962; number 3, H, carries 0.484; number 4, N, carries -0.671

=====

c.
An isolated molecule of C2HN3O3. Source: the Open Molecules 2025 dataset; level of theory: ωB97M-V with the def2-TZVPD basis set.

Summary:
M ... 115.05 g mol⁻¹
HOMO energy (alpha / beta) ... -9.83 / -9.83 eV

Structure (ORCA input):
```
! wB97M-V def2-TZVPD RIJCOSX def2/J DEFGRID3
* xyz 0 1
C -0.58 -1.04 0.50
C 0.47 0.83 -0.70
N -0.57 -1.24 1.73
N 0.53 1.63 0.44
N -0.28 -0.35 -0.59
O -1.23 -2.18 0.67
O 0.77 1.28 -1.77
O 1.44 1.82 1.19
H -0.55 -0.76 -1.48
*
```

Results of the natural (NBO) charge analysis, in e, for atoms 1 through 4: number 1, C, carries 0.609; number 2, C, carries 0.696; number 3, N, carries -0.170; number 4, N, carries 0.101

=====

Ordering by calculated energy gives the sequence b, a, c, with the first entry being the most stable.

=====

a.
A cluster of 3 separate species, C4H16N4 in total. Source: the Open Molecules 2025 dataset; level of theory: ωB97M-V with the def2-TZVPD basis set.

Summary:
M ... 120.20 g mol⁻¹
HOMO energy (alpha / beta) ... -6.67 / -6.67 eV

Structure (ORCA input):
```
! wB97M-V def2-TZVPD RIJCOSX def2/J DEFGRID3
* xyz 0 1
C 1.17 -0.23 -2.22
C -1.28 1.55 -0.84
N -0.23 -0.47 -2.45
N -0.69 -1.44 -1.76
H -1.67 -1.61 -2.01
H -0.59 -1.24 -0.38
H 1.74 -0.92 -2.84
H 1.46 -0.40 -1.18
H 1.40 0.79 -2.53
H -2.06 1.29 -1.54
H -0.51 2.12 -1.36
H -1.70 2.20 -0.08
C 1.47 -0.90 1.55
C -0.11 0.79 2.29
N 0.10 -0.55 1.77
N -0.78 -1.03 0.80
H -1.73 -0.95 1.13
H -1.01 0.60 -0.21
H 1.51 -1.93 1.18
H 2.01 -0.85 2.50
H 1.99 -0.24 0.84
H 0.36 0.85 3.27
H -1.17 0.98 2.41
H 0.32 1.57 1.64
*
```

Results of the natural (NBO) charge analysis, in e, for atoms 1 through 4: number 1, C, carries -0.488; number 2, C, carries -0.911; number 3, N, carries -0.062; number 4, N, carries -0.390

=====

b.
A cluster of 2 separate species, C4H16N4 in total. Source: the Open Molecules 2025 dataset; level of theory: ωB97M-V with the def2-TZVPD basis set.

Summary:
M ... 120.20 g mol⁻¹
HOMO energy ... -8.80 eV

Structure (ORCA input):
```
! wB97M-V def2-TZVPD RIJCOSX def2/J DEFGRID3
* xyz 0 1
C -0.02 1.63 -0.68
C -0.66 1.47 0.75
N -0.44 2.89 -1.27
N -0.40 0.61 -1.63
N 1.42 1.64 -0.62
H -1.43 3.05 -1.12
H 0.10 3.66 -0.88
H -1.38 0.67 -1.86
H -0.17 -0.33 -1.31
H 1.80 0.76 -0.92
H 1.77 1.87 0.31
H 0.00 0.94 1.44
H -0.83 2.45 1.18
H -1.62 0.96 0.69
C 1.39 -2.18 0.79
C -0.97 -2.51 0.35
N 0.18 -1.65 0.20
H -0.03 -0.77 0.67
H 1.30 -2.38 1.87
H 1.65 -3.12 0.29
H -1.22 -2.73 1.40
H -0.78 -3.45 -0.16
H -1.83 -2.03 -0.12
H 2.20 -1.47 0.63
*
```

Results of the natural (NBO) charge analysis, in e, for atoms 1 through 4: number 1, C, carries 0.398; number 2, C, carries -0.674; number 3, N, carries -0.832; number 4, N, carries -0.860

=====

Ordering by calculated energy gives the sequence b, a, with the first entry being the most stable.

=====

a.
A structure of composition BrCr. Source: the Open Molecules 2025 dataset; level of theory: ωB97M-V with the def2-TZVPD basis set.

Summary:
M ... 131.90 g mol⁻¹
HOMO energy (alpha / beta) ... -15.51 / -17.37 eV

Structure (ORCA input):
```
! wB97M-V def2-TZVPD RIJCOSX def2/J DEFGRID3
* xyz 1 5
Cr 0.52 0.29 0.76
Br -0.52 -0.29 -0.76
*
```

Atom-resolved charges from natural (NBO), all expressed in e: number 1, Cr, carries 1.164; number 2, Br, carries -0.164

=====

b.
A structure of composition BrCr. Source: the Open Molecules 2025 dataset; level of theory: ωB97M-V with the def2-TZVPD basis set.

Summary:
M ... 131.90 g mol⁻¹
HOMO energy (alpha / beta) ... -15.25 / -15.55 eV

Structure (ORCA input):
```
! wB97M-V def2-TZVPD RIJCOSX def2/J DEFGRID3
* xyz 1 5
Cr -0.45 -0.14 -1.09
Br 0.45 0.13 1.09
*
```

Atom-resolved charges from natural (NBO), all expressed in e: number 1, Cr, carries 1.448; number 2, Br, carries -0.448

=====

Ordering by calculated energy gives the sequence b, a, with the first entry being the most stable.

=====

a.
A cluster of 2 separate species, C2H2I2NO in total. Source: the Open Molecules 2025 dataset; level of theory: ωB97M-V with the def2-TZVPD basis set.

Summary:
M ... 309.85 g mol⁻¹
HOMO energy ... -3.42 eV

Structure (ORCA input):
```
! wB97M-V def2-TZVPD RIJCOSX def2/J DEFGRID3
* xyz -1 1
C 0.47 0.22 -0.30
C 0.42 -0.98 0.40
N 1.18 1.69 -0.52
O 2.10 1.98 0.23
I -3.99 0.52 0.07
I -0.98 -2.50 0.00
H -0.30 0.32 -1.07
H 1.10 -1.24 1.19
*
```

Results of the natural (NBO) charge analysis, in e, for atoms 1 through 4: number 1, C, carries -0.191; number 2, C, carries -0.341; number 3, N, carries 0.188; number 4, O, carries -0.272

=====

b.
The ion C2H2I2NO with charge -1. Source: the Open Molecules 2025 dataset; level of theory: ωB97M-V with the def2-TZVPD basis set.

Summary:
M ... 309.85 g mol⁻¹
HOMO energy (alpha / beta) ... -3.47 / -3.47 eV

Structure (ORCA input):
```
! wB97M-V def2-TZVPD RIJCOSX def2/J DEFGRID3
* xyz -1 1
C -0.44 -0.15 0.51
C 0.55 -0.38 -0.55
N 0.15 0.93 0.00
O 0.21 2.16 -0.28
I -2.92 -0.76 0.12
I 2.68 -0.78 0.15
H -0.38 -0.50 1.59
H 0.16 -0.53 -1.54
*
```

Results of the natural (NBO) charge analysis, in e, for atoms 1 through 4: number 1, C, carries -0.010; number 2, C, carries -0.180; number 3, N, carries 0.049; number 4, O, carries -0.535

=====

Ordering by calculated energy gives the sequence a, b, with the first entry being the most stable.